<one>
A cluster of 2 separate species, C4H12 in total. Source: OMol25; level of theory: the ωB97M-V functional and the def2-TZVPD basis.

HOMO-LUMO gap in eV: 12.5031
Total charge: 0
Highest occupied orbital energy in eV: -11.4
LUMO level in eV: 1.074

The geometry in XYZ format:
```
16
Properties=species:S:1:pos:R:3:mulliken_charge:R:1
C 0.093 -0.645 2.116 -0.76
C 1.022 -1.937 2.012 -0.84
H 0.564 0.210 1.628 0.24
H -0.769 -0.981 1.543 0.19
H -0.110 -0.333 3.132 0.34
H 0.549 -2.815 2.414 0.30
H 1.862 -1.672 2.674 0.25
H 1.406 -2.016 1.008 0.28
C -1.131 0.784 -1.943 -0.66
C 0.000 1.772 -2.151 -0.86
H -2.128 1.156 -2.157 0.32
H -1.160 0.094 -2.798 0.27
H -1.025 0.375 -0.944 0.09
H 0.875 1.154 -1.968 0.23
H -0.041 2.592 -1.446 0.26
H -0.008 2.263 -3.121 0.35
```

<two>
A cluster of 2 separate species, C4H12 in total. Source: OMol25; level of theory: the ωB97M-V functional and the def2-TZVPD basis.

HOMO-LUMO gap in eV: 12.6376
Total charge: 0
Highest occupied orbital energy in eV: -11.5
LUMO level in eV: 1.158

The geometry in XYZ format:
```
16
Properties=species:S:1:pos:R:3:mulliken_charge:R:1
C 1.171 1.767 -0.529 -0.83
C 1.755 0.535 -1.198 -0.71
H 0.995 1.611 0.537 0.24
H 1.613 2.732 -0.766 0.34
H 0.134 1.926 -0.868 0.23
H 1.395 0.469 -2.227 0.24
H 1.504 -0.396 -0.697 0.18
H 2.843 0.580 -1.272 0.31
C -1.483 -0.432 1.095 -0.70
C -1.435 -1.878 0.641 -0.84
H -1.333 0.199 0.216 0.14
H -2.339 -0.134 1.704 0.35
H -0.693 -0.097 1.783 0.24
H -1.720 -2.549 1.459 0.29
H -0.434 -2.161 0.328 0.25
H -2.128 -2.099 -0.167 0.27
```

List of relative energies, unit kcal/mol: <one> 7.1; <two> 0.0